Record 1
C3H17NO4 | ωB97M-V/def2-TZVPD

**Highest occupied orbital energy**: -9.45 eV
**E_tot**: -480.1198 hartree
**SMILES**: CCCN.O.O.O.O
**Kohn-Sham gap**: 9.686 eV
**2S+1**: 1
**LUMO**: 0.239 eV

Last column: Löwdin charge in e.
Element x y z (Å)
C 0.91921 1.72298 -1.38787  -0.125
C -0.40389 2.46097 -1.01814  -0.204
C -0.75761 1.54328 0.15987  -0.364
N -1.05312 0.19652 -0.20888  -0.022
H 1.66551 1.52987 -0.65967  0.057
H 1.24601 2.42315 -2.21432  0.080
H 0.78254 0.70709 -1.95976  0.091
H -0.37215 3.51451 -0.59248  0.128
H -1.15977 2.44770 -1.73628  0.077
H -1.49831 2.00303 0.76730  0.093
H 0.00340 1.52259 0.96917  0.107
H -0.15511 -0.23189 -0.66184  0.064
H -1.70065 0.15582 -1.00580  0.102
O -0.47693 -2.69096 0.45333  -0.073
H 0.23821 -2.97101 0.93234  -0.024
H -1.11808 -2.61620 1.23722  0.062
O -1.56033 -1.34160 2.44085  -0.117
H -1.70322 -1.04707 1.57402  -0.048
H -0.64557 -0.82873 2.61964  0.093
O 1.72758 -1.76794 -1.52838  -0.048
H 1.40464 -2.51707 -1.97513  0.015
H 1.23497 -1.99192 -0.68553  0.021
O 0.84052 -0.56269 1.73810  -0.089
H 1.68446 -1.14373 1.94576  0.147
H 0.85768 -0.51671 0.79647  -0.023

=====

Record 2
C5H10O4 | ωB97M-V/def2-TZVPD

**Highest occupied orbital energy**: -9.65 eV
**E_tot**: -497.3309 hartree
**SMILES**: O=C(O)OO.C=C(C)C
**Kohn-Sham gap**: 10.096 eV
**2S+1**: 1
**LUMO**: 0.450 eV

Last column: Löwdin charge in e.
Element x y z (Å)
O -0.16166 -0.34136 -4.27447  0.125
C 0.11934 -0.19274 -3.11777  -0.624
O 0.44238 0.98480 -2.55154  0.121
O 0.11296 -1.22825 -2.27056  0.033
O 0.19403 -0.84850 -0.87892  -0.138
H 0.49224 1.63389 -3.26741  0.134
H 1.08739 -1.06877 -0.13111  0.156
C 1.28663 -0.44800 1.26567  -0.036
C -0.01696 0.00568 1.30838  -0.378
C -1.12675 -0.87182 1.78648  -0.050
C -0.37633 1.39778 0.90705  -0.050
H 2.07958 0.28540 1.17982  0.085
H 1.55685 -1.30898 1.86550  0.084
H -1.50214 -0.48394 2.73898  0.094
H -1.95101 -0.87652 1.07437  0.091
H -0.79263 -1.89505 1.94508  0.086
H -1.21066 1.39481 0.20707  0.090
H -0.68911 1.96004 1.79326  0.094
H 0.45586 1.90153 0.42012  0.085

=====

Record 3
C26H16Cl7NiO2P | ωB97M-V/def2-TZVPD

**Highest occupied orbital energy**: -8.03 eV
**E_tot**: -6221.8918 hartree
**Kohn-Sham gap**: 7.883 eV
**2S+1**: 1
**LUMO**: -0.144 eV

Last column: Löwdin charge in e.
Element x y z (Å)
Ni 0.89609 1.36536 -0.46431  0.225
O 0.05547 3.86456 -0.83513  0.010
C -0.30549 2.79133 -0.38857  -0.396
C -1.70704 2.58540 0.09505  -0.226
C -2.60136 3.62030 0.34899  -0.008
C -3.85904 3.32053 0.84041  -0.058
C -4.23271 1.99661 1.06732  -0.064
C -3.35169 0.96389 0.79003  -0.063
C -2.08645 1.27238 0.30299  -0.281
P -0.77407 0.15075 -0.23258  1.101
C -1.38228 -0.67948 -1.71611  -0.318
C -2.43251 -1.59237 -1.62105  -0.083
C -2.94069 -2.18271 -2.76559  -0.074
C -2.39931 -1.86634 -4.00600  -0.075
C -1.34945 -0.96620 -4.10085  -0.067
C -0.83616 -0.37168 -2.95632  -0.078
C -0.52874 -1.13562 1.00494  -0.317
C 0.03991 -2.34996 0.62265  -0.080
C 0.35453 -3.29573 1.58579  -0.061
C 0.10496 -3.03333 2.92624  -0.074
C -0.45387 -1.82193 3.30878  -0.074
C -0.76405 -0.86795 2.35139  -0.076
H -2.29157 4.64192 0.16875  0.122
H -4.55974 4.11636 1.05740  0.108
H -5.21672 1.77586 1.45970  0.107
H -3.64711 -0.06449 0.95905  0.108
H -2.84343 -1.85264 -0.65250  0.106
H -3.75426 -2.89224 -2.69151  0.105
H -2.79475 -2.33041 -4.90020  0.105
H -0.92043 -0.73058 -5.06571  0.108
H 0.00157 0.31025 -3.01685  0.100
H 0.24686 -2.54721 -0.42249  0.081
H 0.80035 -4.23587 1.28845  0.110
H 0.35260 -3.77314 3.67621  0.106
H -0.64210 -1.61607 4.35420  0.106
H -1.18769 0.08392 2.64981  0.107
Cl 6.62853 -2.75141 0.67026  0.668
C 5.20444 -1.96817 0.10027  -0.717
C 4.84421 -0.71892 0.59781  -0.702
Cl 5.81903 0.06492 1.77815  0.695
C 3.68636 -0.10732 0.14552  -0.557
Cl 3.19337 1.44201 0.75420  0.766
C 2.85055 -0.69834 -0.81822  -0.462
O 1.76748 -0.11726 -1.23683  -0.225
C 3.23768 -1.95907 -1.30668  -0.605
Cl 2.20653 -2.70512 -2.46984  0.726
C 4.39047 -2.58344 -0.85307  -0.699
Cl 4.81297 -4.13734 -1.46044  0.684
Cl 3.36300 4.71324 1.81472  0.510
C 1.59930 4.83458 1.74481  -0.986
Cl 0.81145 3.47056 2.56183  0.537
H 1.29456 4.82304 0.70524  -0.003
H 1.30042 5.74461 2.24991  0.027